[1]
Formula: S4Sb2Se4Tc
Source: OMol25
Level of theory: ωB97M-V/def2-TZVPD

Its net charge is +1. The energy above the lowest of the compared OMol25 structures with the same formula, charge and spin comes out at 0.0 kcal/mol. The HOMO energy is -0.43616 hartree. The HOMO-LUMO gap comes out at 5.603 eV. The value obtained for the max |F| is 0.51 eV/A. The molecular weight is 785.628 g mol⁻¹.

The geometry in XYZ format:
```
11
Properties=species:S:1:pos:R:3:forces:R:3:lowdin_charge:R:1
Tc -0.59193 -0.17193 -0.39136 0.27 -0.33 -0.15 -0.15
Se 4.97874 -0.08233 3.04704 0.14 0.06 0.17 0.01
Sb 3.23523 -0.11956 1.55743 -0.13 -0.09 -0.22 0.37
Se 0.24050 -2.25742 0.55798 -0.06 0.15 -0.09 0.15
Se -0.56464 -0.75439 2.10915 -0.06 0.00 -0.01 0.02
Se 1.26336 0.17141 3.24304 0.04 0.03 0.08 -0.01
S -2.64906 0.72475 -0.23613 -0.34 0.12 0.20 0.02
Sb -2.71223 0.46393 -2.59016 0.04 0.27 -0.44 0.37
S -1.08401 -1.24294 -2.36350 -0.02 0.05 0.11 0.00
S 0.75466 1.27261 -0.79108 0.14 0.04 0.06 0.20
S -2.87061 1.99588 -4.14240 -0.02 -0.29 0.28 0.03
```
Forces are in eV/Å.

---

[2]
Formula: C15H24F18N5O12S6
Source: OMol25
Level of theory: ωB97M-V/def2-TZVPD

As for the spin multiplicity: 2. The energy above the lowest of the compared OMol25 structures with the same formula, charge and spin comes out at 0.0 kcal/mol. The HOMO energy (spin up / spin down) is -0.33063 / -0.33062 hartree. The HOMO-LUMO gap (spin up / spin down) comes out at 8.600 / 3.104 eV. The value obtained for the max |F| is 5.57 eV/A. The molecular weight is 1000.746 g mol⁻¹.

The geometry in XYZ format:
```
80
Properties=species:S:1:pos:R:3:forces:R:3:lowdin_charge:R:1
N -1.67287 -0.66164 -1.58093 0.15 0.89 -1.24 0.29
H -1.01660 -0.33225 -2.27440 0.84 0.26 0.05 0.09
H -1.21057 -1.13065 -0.81515 0.86 -0.59 0.86 0.01
H -2.21576 -1.31006 -2.13312 -0.77 -0.04 0.69 0.03
H -2.17050 0.16198 -1.27417 -0.96 0.83 0.31 0.06
C -0.22280 1.22499 1.16653 1.92 -0.55 0.59 -0.06
C 1.31400 1.52306 1.31577 -0.31 0.41 -0.32 -0.21
C 1.89321 1.25900 2.68946 0.76 -1.59 0.36 -0.10
N 3.46717 1.37754 2.95434 0.16 1.57 -1.63 -0.19
C 3.77033 0.77085 4.32482 0.12 0.69 -1.20 -0.09
C 5.28608 0.80053 4.65194 0.24 0.54 -0.20 -0.14
C 6.26034 0.22694 3.56398 -0.96 -0.72 -0.37 -0.16
C 5.87927 0.78624 2.16528 -0.66 0.26 1.22 -0.16
C 4.38184 0.66639 1.88021 -0.86 0.90 0.22 -0.09
C 3.80316 2.96318 2.81586 0.03 -2.22 0.86 0.07
H -0.39901 1.63939 0.17390 -0.99 0.34 0.50 0.05
H -0.74119 1.58471 2.05533 -0.53 0.45 -0.64 0.09
H -0.36117 0.14424 1.13610 -0.06 0.05 0.08 0.03
H 1.41443 2.58681 1.10023 0.23 0.07 -0.25 0.11
H 1.73006 0.93844 0.49527 0.71 0.10 0.31 0.09
H 1.69041 0.23006 2.98656 -0.05 -0.19 -0.17 0.12
H 1.39515 1.87186 3.44074 0.35 0.32 0.02 0.13
H 3.35536 -0.23612 4.28101 0.27 -0.14 -0.11 0.14
H 3.09155 1.33159 4.96741 0.57 0.04 0.59 0.13
H 5.40149 0.39334 5.65642 0.13 -0.56 -0.21 0.12
H 5.63602 1.82088 4.80861 -0.38 0.36 -0.07 0.10
H 6.22761 -0.86167 3.51983 -0.40 -0.17 0.08 0.11
H 7.31263 0.40632 3.78446 -0.16 0.51 0.21 0.11
H 6.34906 0.28614 1.31835 0.34 0.02 0.24 0.13
H 6.13938 1.84474 2.16823 0.25 -0.02 -0.39 0.10
H 4.08408 -0.37277 1.74031 -0.38 0.03 0.36 0.12
H 4.16781 1.21325 0.96194 -0.13 -0.22 -0.07 0.12
H 3.14141 3.52682 3.47350 -0.12 -0.24 -0.16 0.10
H 3.68655 3.23310 1.76627 -0.09 -0.12 0.22 0.10
H 4.83024 3.09500 3.15621 -0.20 0.07 -0.19 0.08
C -1.41321 -4.23138 -3.58435 0.09 1.53 0.30 -0.63
F -0.73839 -4.98231 -4.46497 -0.94 0.45 1.27 0.18
F -2.48763 -4.75823 -3.05248 -0.51 -0.91 -0.98 0.18
F -0.68189 -3.85738 -2.54405 0.78 -0.07 -0.57 0.14
S -1.83471 -2.61370 -4.57332 4.16 -1.65 -1.77 0.71
O -0.56680 -1.89363 -4.61746 -2.01 0.03 1.27 -0.25
O -2.28123 -3.05222 -5.87037 -0.88 0.29 1.40 -0.25
N -2.98546 -1.82375 -3.52842 0.31 -1.49 -2.58 -0.15
S -4.14859 -1.48089 -4.58797 -4.71 1.03 -1.47 0.70
O -3.64182 -0.62419 -5.67277 -0.63 -1.35 2.14 -0.19
O -4.98387 -2.66331 -4.94472 2.20 1.98 0.88 -0.19
C -5.34566 -0.42237 -3.39009 -0.04 -0.49 0.13 -0.69
F -5.26914 -0.84370 -2.14880 0.06 -1.70 0.54 0.17
F -4.89702 0.76373 -3.35145 1.09 2.46 -1.09 0.20
F -6.60481 -0.42603 -3.78329 0.40 -0.66 -0.56 0.19
C -4.51839 1.31110 1.21553 0.22 3.03 0.68 -0.61
F -3.38470 1.13620 1.93994 -0.70 -0.65 -1.20 0.11
F -5.04178 0.23201 0.70792 0.46 -0.74 0.05 0.16
F -5.39647 1.85450 2.09581 0.30 -0.39 -0.86 0.11
S -4.28391 2.66599 -0.22806 -1.08 0.68 -0.40 0.69
O -5.41450 2.55898 -1.12457 0.34 -1.34 0.86 -0.32
O -4.21109 4.00964 0.34634 0.94 -2.43 0.26 -0.29
N -2.86825 2.03696 -1.03531 -2.59 -0.15 1.48 -0.34
S -2.46970 3.31123 -1.85968 0.84 3.18 -0.85 0.55
O -3.53551 3.99352 -2.60473 1.67 -1.59 0.21 -0.31
O -1.72292 4.20009 -0.97781 0.57 -0.73 -1.45 -0.32
C -1.23216 2.47064 -3.15370 0.25 4.60 3.13 -0.62
F -0.75187 3.47101 -3.93605 -0.29 -1.23 0.38 0.12
F -0.18439 2.05238 -2.35329 -0.78 -0.72 -1.41 0.06
F -1.80417 1.57545 -3.85845 -0.04 -1.92 -0.95 0.19
C 1.96825 -1.38990 -1.47958 -0.70 -0.16 -0.08 -0.57
F 3.25442 -1.17874 -1.14792 -0.84 -0.11 -0.84 0.12
F 1.36283 -0.18668 -1.70359 0.47 -0.98 0.85 0.10
F 1.80481 -2.07471 -2.62399 0.73 0.36 1.09 0.13
S 1.32055 -2.49226 0.00502 0.17 -2.14 1.30 0.73
O 1.49117 -3.89910 -0.39084 0.42 2.93 -0.06 -0.29
O 2.06258 -2.05100 1.22221 -1.45 -0.10 -2.75 -0.33
N -0.34095 -2.18789 0.08072 3.63 0.40 -1.93 -0.37
S -0.82933 -2.82713 1.39548 -1.41 -3.14 3.23 0.59
O -0.31440 -4.18153 1.67585 -0.84 2.48 -0.25 -0.30
O -0.81208 -1.81980 2.44597 -0.64 -1.18 -0.54 -0.30
C -2.67069 -3.16867 0.84762 1.41 0.35 0.87 -0.61
F -3.31562 -3.84321 1.82224 0.50 0.36 -1.39 0.14
F -3.16708 -1.95672 0.72603 -1.08 1.14 0.16 0.12
F -2.81260 -3.71527 -0.37572 0.23 -0.61 0.97 0.12
```
Forces are in eV/Å.

---

[3]
Formula: C31H36F5FeO2S
Source: OMol25
Level of theory: ωB97M-V/def2-TZVPD

As for the spin multiplicity: 5. Its net charge is -1. The energy above the lowest of the compared OMol25 structures with the same formula, charge and spin comes out at 4.3 kcal/mol. The HOMO energy (spin up / spin down) is -0.15780 / -0.17337 hartree. The HOMO-LUMO gap (spin up / spin down) comes out at 6.961 / 7.384 eV. The value obtained for the max |F| is 0.84 eV/A. The molecular weight is 623.529 g mol⁻¹.

The geometry in XYZ format:
```
76
Properties=species:S:1:pos:R:3:forces:R:3:lowdin_charge:R:1
Fe 0.21767 0.54547 0.03465 -0.21 -0.71 -0.20 0.70
C -1.28259 -1.48787 0.29134 -0.06 0.12 0.00 -0.07
C -0.79568 -1.68190 -1.02735 0.02 -0.10 0.11 -0.16
C 0.62351 -1.84861 -0.92382 0.10 0.19 -0.11 -0.16
C 0.94875 -1.73445 0.45636 0.01 0.13 0.17 -0.10
C -0.22243 -1.52401 1.21669 0.08 0.31 -0.02 -0.28
C -0.33455 -1.50504 2.72705 -0.01 0.02 0.06 -0.56
C -1.61804 -0.79055 3.16293 0.05 -0.03 -0.03 -0.05
C -0.36233 -2.95226 3.24081 -0.04 0.04 -0.01 -0.05
C 0.86195 -0.77649 3.34672 -0.08 -0.05 -0.07 -0.04
C 1.72757 -2.06628 -1.96656 0.08 0.06 -0.08 -0.52
C 3.07622 -2.31673 -1.26868 -0.08 0.07 0.04 -0.08
C 1.47515 -3.30622 -2.83704 -0.02 0.08 0.07 -0.05
C 1.92986 -0.81526 -2.84271 -0.05 -0.09 0.00 -0.04
C -1.79429 -1.81140 -2.17922 -0.07 0.08 -0.14 -0.51
C -2.11391 -3.29966 -2.40488 0.01 0.04 -0.01 -0.05
C -3.11658 -1.11112 -1.81096 0.02 0.00 0.01 -0.06
C -1.34866 -1.16180 -3.49645 0.00 -0.04 0.03 -0.06
H -2.32221 -1.38004 0.55993 0.04 0.10 -0.02 0.10
H 1.93691 -1.82645 0.87728 0.02 0.06 -0.05 0.09
H -2.50267 -1.35917 2.86891 -0.02 0.04 -0.03 0.08
H -1.67401 0.20137 2.70923 -0.03 0.00 0.02 0.08
H -1.63841 -0.67557 4.25019 0.00 -0.03 0.00 0.08
H -1.19858 -3.49420 2.79372 0.00 -0.01 0.01 0.08
H -0.47095 -2.98111 4.32977 0.02 -0.01 0.00 0.08
H 0.55806 -3.47018 2.96459 0.01 -0.01 0.02 0.08
H 0.92954 0.23942 2.94952 0.02 0.01 0.06 0.08
H 1.79427 -1.29742 3.12278 0.01 0.03 -0.02 0.08
H 0.76124 -0.71363 4.43427 -0.01 -0.03 0.00 0.09
H 3.00745 -3.15118 -0.56787 0.04 0.00 0.00 0.09
H 3.41332 -1.42712 -0.73344 -0.01 -0.02 0.05 0.06
H 3.83065 -2.56504 -2.01973 -0.01 0.02 -0.02 0.08
H 1.41395 -4.19455 -2.20363 -0.01 -0.03 -0.03 0.09
H 2.30145 -3.43926 -3.54154 0.00 -0.01 0.00 0.08
H 0.55680 -3.24184 -3.41119 -0.04 0.03 -0.05 0.04
H 2.06459 0.05710 -2.20240 0.07 0.02 -0.02 0.04
H 1.08021 -0.62080 -3.49181 0.09 0.04 0.03 0.05
H 2.82582 -0.92542 -3.46253 -0.02 -0.02 -0.02 0.08
H -2.47766 -3.74366 -1.47587 0.00 -0.02 0.00 0.08
H -1.23271 -3.85822 -2.72036 -0.05 -0.01 0.02 0.06
H -2.88948 -3.41336 -3.16982 0.01 0.00 -0.01 0.08
H -3.65336 -1.63510 -1.01853 0.02 0.01 0.02 0.07
H -3.77118 -1.08639 -2.68591 0.00 -0.02 0.00 0.08
H -2.92960 -0.08432 -1.49268 -0.05 -0.05 -0.01 0.08
H -0.49849 -1.65920 -3.95251 0.01 -0.09 -0.01 0.05
H -1.08669 -0.12200 -3.30643 0.04 -0.15 -0.07 0.05
H -2.16954 -1.19352 -4.21919 -0.03 -0.04 0.01 0.08
C -1.04337 4.52698 1.17594 -0.10 -0.08 0.14 0.00
C -1.22349 3.20712 0.46046 -0.25 0.23 0.05 -0.35
O -0.77174 2.18546 0.98257 0.36 -0.09 0.00 -0.02
C -1.89936 3.22602 -0.82634 0.17 -0.22 -0.29 -0.10
C -2.79325 4.26466 -1.13954 -0.02 0.07 -0.04 -0.06
C -3.37745 4.37682 -2.37628 -0.11 0.13 0.02 -0.12
C -3.03989 3.44901 -3.37235 0.11 -0.07 0.12 -0.09
C -2.16894 2.42603 -3.10771 -0.08 -0.03 -0.21 -0.01
C -1.58066 2.24305 -1.82293 -0.01 0.16 0.39 -0.34
O -0.78924 1.25584 -1.62902 0.39 0.04 0.29 -0.13
H -0.32311 4.41822 1.98058 0.02 -0.10 0.00 0.07
H -1.99182 4.86851 1.59684 -0.01 0.01 -0.02 0.08
H -0.69745 5.27741 0.46770 0.00 0.06 0.03 0.09
H -3.05527 4.98495 -0.37404 0.06 0.02 0.00 0.10
H -4.07995 5.17308 -2.58625 0.01 0.00 0.03 0.09
H -3.47042 3.55099 -4.36178 0.00 -0.05 -0.02 0.10
H -1.90403 1.70890 -3.87470 -0.02 0.05 0.02 0.10
F 4.10897 2.06826 5.88971 0.03 0.01 0.16 0.11
C 3.74171 1.93468 4.61175 -0.09 -0.03 -0.24 -0.15
C 4.04747 0.78447 3.90806 0.06 0.04 0.07 -0.16
F 4.71500 -0.20175 4.52201 0.02 -0.08 0.04 0.10
C 3.67155 0.65724 2.58689 -0.21 0.29 -0.20 -0.28
F 3.98256 -0.48187 1.96477 0.09 -0.16 0.00 0.08
C 2.96995 1.65291 1.89427 0.21 0.08 0.70 -0.57
S 2.54859 1.48723 0.22648 -0.46 -0.13 -0.69 0.67
C 2.69967 2.80642 2.63959 0.03 -0.31 -0.23 -0.25
F 2.07593 3.83671 2.06152 -0.11 0.14 0.00 0.07
C 3.05758 2.94703 3.96535 0.06 -0.03 0.08 -0.15
F 2.76009 4.07066 4.63276 -0.01 0.10 0.04 0.10
```
Forces are in eV/Å.